Record 1
Formula: C21H22FN3O5
Source: OMol25
Level of theory: wB97M-V/def2-TZVPD

Geometry as XYZ:
```
52
Properties=species:S:1:pos:R:3:forces:R:3:nbo_charge:R:1
C 3.817 1.147 0.409 0.4486 0.1567 0.1328 0.180
H 6.852 3.421 1.178 0.1044 0.0416 0.0259 0.228
H 1.100 -2.497 -0.243 0.0886 0.1953 0.0016 0.274
H 4.637 4.423 0.651 -0.0173 0.0885 -0.0036 0.217
H -1.738 -3.138 2.289 0.1313 -0.0339 -0.0067 0.223
H -0.602 -6.168 -1.083 0.0116 0.0103 -0.0321 0.168
F 7.314 0.880 1.259 -0.1139 0.0224 -0.0304 -0.325
C 5.996 2.804 0.961 0.2044 -0.1490 0.0494 -0.313
O -0.311 -4.198 -0.517 0.0326 0.1894 0.2375 -0.552
H -5.404 -0.409 -3.191 -0.0179 0.0055 0.0375 0.175
C -3.700 3.367 -0.293 -0.0731 -0.0910 -0.0530 -0.180
C -4.770 2.955 -1.057 -0.1212 -0.1423 -0.1049 -0.279
H 0.887 -1.063 -1.254 -0.0497 -0.0412 -0.0265 0.229
C 5.054 0.582 0.702 0.1869 -0.1353 0.0423 -0.321
H -1.907 2.782 0.733 0.0679 0.0169 0.0344 0.231
C -1.009 -3.068 1.476 -0.3098 -0.3856 -0.3096 -0.231
C -2.740 2.460 0.129 0.1312 -0.1854 0.0846 -0.267
C -3.929 0.701 -1.027 -0.1941 -0.0853 -0.1947 -0.357
C 4.758 3.351 0.667 -0.0199 -0.1290 -0.0065 -0.173
N 2.684 0.386 0.121 -0.1640 0.3739 -0.0710 -0.629
C -2.219 -1.133 0.588 0.0790 -0.0544 0.1680 0.805
C -1.343 -4.142 0.440 -0.0331 0.0237 0.1737 -0.070
C 0.084 -0.875 0.756 0.2680 0.0329 -0.0163 -0.112
O 0.032 1.423 -0.058 -0.0249 0.1133 -0.0423 -0.605
C 3.677 2.535 0.393 -0.0829 -0.0346 -0.0212 -0.268
H 0.569 -0.699 1.728 -0.0859 0.0939 -0.1151 0.227
H 1.848 0.941 -0.071 0.0615 -0.2313 0.0236 0.435
C -4.898 1.614 -1.425 0.2507 0.1701 0.1521 0.395
O -3.327 -1.598 0.644 -0.2849 -0.1262 0.0318 -0.613
C 6.114 1.426 0.972 -0.1771 0.2334 -0.0383 0.421
H -1.444 -5.112 0.948 -0.0048 0.0770 -0.0191 0.173
H -7.145 -0.064 -3.060 0.0789 -0.0500 0.0310 0.202
H -3.610 4.404 -0.011 0.0010 0.0941 0.0187 0.219
H -2.303 -3.901 -0.040 0.0800 -0.0481 0.0765 0.188
O 3.423 -1.764 0.354 0.2786 -0.2290 0.0916 -0.601
H 2.714 2.966 0.164 -0.1133 0.0571 -0.0271 0.218
N -1.058 -1.736 0.921 0.1323 0.0225 -0.1059 -0.433
H -3.994 -0.339 -1.295 -0.0436 -0.0647 -0.0231 0.241
H -0.004 -3.236 1.864 -0.0457 0.0015 0.0591 0.222
C 1.127 -1.407 -0.245 0.2034 -0.0966 0.1515 -0.509
C -2.864 1.132 -0.246 -0.2347 0.4048 -0.0635 0.232
N -1.895 0.184 0.173 -0.3045 0.1138 -0.0349 -0.491
C -0.560 0.413 0.255 0.4178 -0.1867 0.1457 0.708
C -6.195 -0.046 -2.528 -0.0323 -0.2069 -0.0599 -0.256
C 2.548 -0.964 0.111 -0.6129 -0.0133 -0.2398 0.684
H 0.320 -5.113 -2.187 -0.0487 -0.0772 -0.0518 0.199
H -5.528 3.650 -1.382 -0.0955 0.0901 -0.0385 0.225
H 5.189 -0.486 0.721 0.0167 -0.0325 0.0061 0.268
H -1.454 -4.953 -2.070 0.0314 -0.0161 -0.0059 0.167
H -6.258 -0.691 -1.647 0.0139 0.0183 -0.0269 0.183
C -0.532 -5.162 -1.514 -0.0386 -0.0634 -0.0762 -0.243
O -5.988 1.301 -2.169 0.0234 0.2621 0.0696 -0.506
```
Forces are in eV/Å.

## Properties
F_max: 0.658 eV/A
Total charge: 0

---

Record 2
Formula: C21H22FN3OS
Source: OMol25
Level of theory: wB97M-V/def2-TZVPD

Geometry as XYZ:
```
49
Properties=species:S:1:pos:R:3:forces:R:3:nbo_charge:R:1
C 0.718 -0.725 1.856 -0.1841 0.1186 0.2157 -0.392
H -3.000 1.098 -0.637 0.2747 0.1651 -0.0795 0.250
H 6.615 1.181 1.673 0.0783 0.0062 0.0107 0.208
N -4.428 -0.391 -1.250 -0.3148 0.7460 -0.1433 -0.269
C -1.098 -1.037 -4.552 0.2169 0.1866 0.0332 -0.279
H -1.186 -0.192 2.696 -0.0761 -0.0032 0.0588 0.204
C -2.450 -0.727 -2.575 0.5730 0.3597 -0.5697 0.095
H -6.129 -0.741 -0.118 -0.1571 0.1271 0.0962 0.212
C -1.953 1.174 -0.934 -0.1484 0.1041 0.1983 -0.266
C -2.132 -1.438 -3.731 -0.0787 0.0954 0.1873 -0.191
H 5.407 1.783 0.516 0.0627 -0.0251 -0.0733 0.240
H 1.191 -0.866 2.829 0.0518 -0.0692 -0.0349 0.215
C 3.983 1.876 4.592 -0.4088 -0.0716 -0.1414 -0.377
H -0.846 -1.581 -5.448 0.0310 -0.0354 -0.0973 0.233
C 2.512 0.838 1.140 -0.4719 0.0218 -0.0346 0.571
H 1.129 -1.464 1.164 0.0625 -0.0208 -0.0187 0.207
C 3.261 1.215 2.328 0.5036 0.2447 0.6836 -0.347
H -3.166 -3.296 -1.869 0.1508 -0.1110 -0.0831 0.224
H 0.706 0.163 -0.749 -0.0078 0.1069 0.0329 0.189
H -2.715 -2.307 -3.995 -0.0786 -0.0461 -0.0346 0.221
C -1.453 -0.640 0.617 -0.1391 -0.0352 0.3522 -0.223
C -5.293 -1.169 -0.635 0.1568 -0.1949 -0.0388 -0.047
C 1.012 0.681 1.317 0.1307 -0.2441 -0.5294 -0.318
H -2.537 -0.723 0.722 -0.0046 -0.0586 -0.0852 0.211
C 4.635 1.326 2.440 -0.4942 -0.0801 -0.1157 0.045
C -0.698 0.826 -3.069 -0.0195 -0.1213 -0.2596 -0.282
N -3.519 -1.201 -1.796 -0.3303 -0.6292 0.3183 -0.182
C 0.286 0.872 -0.016 0.1494 0.0915 0.2066 -0.222
O 3.064 0.625 0.077 -0.0149 -0.0119 -0.0618 -0.560
C 5.031 1.703 3.741 -0.0820 0.0425 0.1556 -0.269
C -0.397 0.104 -4.207 -0.1229 -0.0699 0.0610 0.398
F 0.602 0.527 -5.007 -0.0633 -0.0326 0.0595 -0.321
H -5.453 -3.373 -0.378 -0.0552 -0.2023 0.0544 0.231
H 0.472 1.886 -0.379 0.0248 -0.0254 -0.0910 0.203
H -0.125 1.711 -2.843 0.0776 0.1075 0.0381 0.231
C -1.726 0.420 -2.226 -0.1195 -0.2125 -0.0329 0.065
S 2.477 1.585 3.838 0.5357 0.0057 -0.1670 0.449
C -4.943 -2.520 -0.775 0.1013 -0.0846 -0.1002 -0.340
C 5.589 1.080 1.327 0.0718 -0.0387 -0.1341 -0.636
H -1.031 -1.912 2.302 -0.0298 -0.0092 0.0437 0.210
C -3.800 -2.500 -1.533 -0.1658 -0.1008 0.2385 -0.041
H -1.111 -1.404 -0.106 -0.0481 0.0137 -0.0019 0.159
C -0.791 -0.901 1.967 0.0794 -0.1708 -0.2595 -0.399
H 0.637 1.417 2.034 -0.0150 0.0178 -0.0538 0.218
H -1.710 2.228 -1.089 -0.0407 -0.0217 -0.0575 0.202
H 6.058 1.842 4.030 0.1833 0.0254 0.0536 0.225
H 4.009 2.160 5.625 0.0539 0.0646 0.2092 0.238
N -1.139 0.703 0.176 0.0346 0.0785 0.0630 -0.435
H 5.437 0.084 0.914 0.0667 -0.0028 -0.0719 0.241
```
Forces are in eV/Å.

## Properties
F_max: 0.884 eV/A
Total charge: 0

---

Record 3
Formula: C21H22IN7OPdTe
Source: OMol25
Level of theory: wB97M-V/def2-TZVPD

Geometry as XYZ:
```
54
Properties=species:S:1:pos:R:3:forces:R:3:nbo_charge:R:1
H 0.935 -1.099 1.610 0.0794 -0.1811 0.0225 0.214
H -5.009 2.027 -3.150 -0.0058 -0.0015 -0.0075 0.216
H -3.098 1.346 -1.203 -0.0119 0.0153 -0.0132 0.279
H 3.564 -0.144 2.658 -0.0045 0.0433 -0.0025 0.172
C -4.350 1.325 -3.666 -0.0028 0.0010 0.0091 -0.623
H 2.004 -0.667 4.487 -0.0230 0.0184 0.0101 0.192
H -4.824 -1.341 -4.097 -0.0010 0.0049 -0.0004 0.186
C 1.960 0.299 3.994 -0.3142 0.1984 0.1023 -0.356
C 0.981 2.455 3.671 0.1462 -0.0597 -0.1375 -0.297
C 1.536 -0.548 -1.544 -0.1004 -0.1033 -0.1099 0.001
Te -1.703 2.193 1.327 0.2911 0.0619 -0.0099 -1.593
H -3.726 -3.865 -0.355 -0.0039 0.0139 0.0232 0.397
H -3.448 1.879 -3.934 0.0016 -0.0046 -0.0040 0.221
H -4.199 -3.237 -2.648 -0.0008 -0.0024 0.0010 0.190
C -2.241 -3.287 0.775 0.1235 -0.0588 0.0220 0.795
N 3.682 1.831 -0.841 0.1148 0.2665 -0.2028 -0.305
O -2.537 -4.128 1.621 -0.0302 0.0397 -0.0032 -0.686
H 6.152 2.994 -2.395 0.0008 -0.0057 0.0016 0.195
N -3.020 -3.146 -0.349 -0.1008 -0.0591 -0.0467 -0.659
N 2.817 1.744 2.271 0.2727 -0.1898 -0.1522 -0.521
I 7.511 0.141 -1.069 -0.0639 0.0304 0.0050 0.095
N 1.709 -0.523 -0.214 0.4459 0.0446 0.0019 -0.489
H 2.705 1.899 -0.525 -0.0727 -0.0001 0.1791 0.442
H -0.747 -2.607 1.856 -0.0151 0.0513 0.0070 0.410
N -1.114 -2.527 0.921 0.0057 -0.0258 0.0599 -0.622
C -0.253 -1.909 -0.003 -0.1341 -0.0503 -0.2396 0.187
N 4.223 2.781 -1.614 -0.0531 -0.0695 0.0171 -0.257
C 4.541 0.861 -0.514 -0.0500 -0.0199 0.0641 -0.050
H -0.894 1.419 4.944 0.0400 -0.0526 0.0790 0.400
H 0.199 3.183 3.822 -0.0605 0.0215 0.0203 0.245
C 5.477 2.401 -1.798 0.0769 -0.0118 -0.0142 -0.104
C -3.984 -2.220 -2.336 0.0268 -0.0110 0.0335 -0.297
N -0.041 0.961 5.265 -0.1477 0.0402 -0.0959 -0.825
C 0.971 1.251 4.337 0.2851 -0.1848 -0.1421 0.201
H 2.236 0.035 -2.131 0.0306 -0.0311 -0.0040 0.190
C 5.731 1.193 -1.126 0.0225 -0.0223 -0.0049 -0.327
H -4.842 1.002 -4.586 -0.0027 0.0017 -0.0012 0.188
C 0.801 -1.160 0.535 -0.1326 0.4775 0.1380 -0.034
C 0.550 -1.294 -2.156 0.1060 0.1487 -0.0426 -0.260
H -0.229 -0.033 5.284 0.0198 0.0059 0.0428 0.357
H 0.472 -1.306 -3.236 0.0020 -0.0055 -0.0030 0.203
H -1.115 -2.617 -1.845 0.0534 -0.0072 0.0057 0.219
C -4.015 0.153 -2.781 0.0129 0.0221 -0.0077 -0.047
C 2.821 0.591 2.962 0.0559 0.1386 0.0616 0.027
C -4.324 -1.151 -3.152 -0.0031 0.0181 0.0023 -0.217
C -3.342 -1.996 -1.119 -0.0524 -0.0003 -0.0483 0.208
H 1.889 3.580 2.076 -0.0138 -0.0238 -0.0238 0.209
H -2.559 -0.443 0.213 -0.0107 -0.0138 -0.0055 0.291
Pd 0.826 1.386 0.716 -0.7693 -0.2879 -0.0306 0.055
C -3.049 -0.699 -0.726 -0.0083 0.0165 -0.0087 -0.267
C -0.349 -2.017 -1.379 -0.0540 -0.0785 0.1743 -0.259
C 1.872 2.634 2.604 -0.0374 -0.0414 0.2217 0.034
C -3.375 0.357 -1.562 0.0251 -0.0355 0.0364 -0.177
H 4.218 0.043 0.104 0.0420 -0.0411 0.0201 0.255
```
Forces are in eV/Å.

## Properties
F_max: 0.822 eV/A
Total charge: -2

---

| no. | Kohn-Sham gap (eV) | E_HOMO (eV) | DFT total energy (eV) |
| --- | --- | --- | --- |
| 1 | 9.026 | -8.511 | -39560.685 |
| 2 | 8.700 | -8.422 | -42204.354 |
| 3 | 2.682 | 0.776 | -53485.970 |